# C5H9BrN

A molecular structure, C5H9BrN at a distorted geometry (wB97M-V/def2-TZVPD, OMol25).

Atoms and positions in Å:
C  -0.12250  1.22168  -0.68039
C  -0.98101  -0.85004  0.14051
C  0.98002  -0.86504  -0.48642
C  -0.30559  -0.25320  -1.04308
C  0.17486  0.95948  0.82662
N  0.24713  -0.55366  0.83051
Br  1.74997  1.78378  1.46105
H  0.87669  1.51196  -1.00426
H  -0.93359  1.84756  -0.85573
H  -1.94044  -0.45458  0.43550
H  -1.25454  -1.89059  0.10290
H  0.86648  -1.89581  -0.79225
H  1.91745  -0.36143  -0.59922
H  -0.61640  -0.42304  -2.06009
H  -1.25271  1.15026  1.90233
H  0.59419  -0.92732  1.82203

Output
- spin multiplicity = 3
- expectation value of S² = 2.00
- charge = +1
- M (g/mol) = 163.04
- orbital gap (spin up / spin down) (eV) = 8.39 / 7.93
- E_HOMO (spin up / spin down) (eV) = -11.563 / -15.290
- relative energy (zero: lowest compared OMol25 entry of this formula, charge and spin) (kcal per mole) = 44.6
- LUMO level (spin up / spin down) (eV) = -3.17 / -7.36

These are the Mulliken partial charges, in e, on atoms 1 to 6: number 1, C, carries -0.6120; number 2, C, carries -0.6439; number 3, C, carries -0.5488; number 4, C, carries -0.0107; number 5, C, carries -0.2312; number 6, N, carries -0.0971

# C2H3ORu

A molecular structure, C2H3ORu at a distorted geometry (wB97M-V/def2-TZVPD, OMol25).

Atoms and positions in Å:
O  0.89400  -1.14903  0.29348
C  -0.30439  -0.91167  0.19304
C  -0.94363  0.26718  -0.10517
H  -1.58758  0.19603  -0.98982
H  -1.57840  0.70982  0.67552
H  0.99033  1.01594  -0.21068
Ru  2.52966  -0.12826  0.14362

Output
- spin multiplicity = 6
- expectation value of S² = 8.77
- charge = +2
- M (g/mol) = 144.12
- orbital gap (spin up / spin down) (eV) = 8.40 / 7.35
- E_HOMO (spin up / spin down) (eV) = -20.304 / -21.709
- relative energy (zero: lowest compared OMol25 entry of this formula, charge and spin) (kcal per mole) = 43.3
- LUMO level (spin up / spin down) (eV) = -11.90 / -14.36

These are the Mulliken partial charges, in e, on atoms 1 to 6: number 1, O, carries -0.4419; number 2, C, carries 0.9188; number 3, C, carries -0.5568; number 4, H, carries 0.3133; number 5, H, carries 0.3315; number 6, H, carries 0.2022

# C5H10NO

2 unconnected molecules or ions with the total composition C5H10NO at a distorted geometry (wB97M-V/def2-TZVPD, OMol25).

Atoms and positions in Å:
C  -0.84503  -1.02586  -0.80317
C  2.47095  0.09227  0.27428
C  2.85522  -0.20878  1.33838
C  2.12858  0.72626  -1.00158
C  -2.82808  0.45845  0.65955
N  -0.62452  -0.53747  0.35406
O  -1.49175  0.21877  1.09320
H  -1.79577  -0.97941  -1.47025
H  -0.09331  -1.63371  -1.34380
H  0.34415  -0.64251  0.78124
H  3.22370  -0.67953  2.24302
H  3.16206  1.07721  -1.47819
H  1.69802  0.05387  -1.76906
H  1.47363  1.53779  -0.76715
H  -3.21142  1.07381  1.50033
H  -3.49468  -0.43183  0.65352
H  -2.97173  0.90067  -0.26437

Output
- spin multiplicity = 1
- charge = +1
- M (g/mol) = 100.14
- orbital gap (eV) = 9.18
- E_HOMO (eV) = -14.109
- relative energy (zero: lowest compared OMol25 entry of this formula, charge and spin) (kcal per mole) = 137.3
- LUMO level (eV) = -4.93

These are the Mulliken partial charges, in e, on atoms 1 to 6: number 1, C, carries -0.2182; number 2, C, carries -0.6111; number 3, C, carries 0.3511; number 4, C, carries -0.9996; number 5, C, carries -0.7355; number 6, N, carries 0.1939

# C28H52Cl2GeNO5PPtSi3

A molecular structure, C28H52Cl2GeNO5PPtSi3 (wB97M-V/def2-TZVPD, OMol25).

Atoms and positions in Å:
Pt  -0.76668  -0.56282  -0.49305
Cl  1.00673  3.68306  5.83930
C  1.26012  2.78497  4.38279
C  1.94798  1.57501  4.42785
C  2.14596  0.84933  3.27627
Cl  3.03820  -0.62394  3.38729
C  1.67604  1.27509  2.00729
O  1.86944  0.47706  0.98453
C  1.01508  2.52480  1.99814
C  0.51264  3.15462  0.78166
O  0.65189  2.73535  -0.34343
C  0.80637  3.25170  3.17724
H  2.33311  1.19959  5.36627
H  -0.03416  4.10184  0.95399
H  0.28686  4.20114  3.12246
C  -4.12650  -3.59810  -2.54662
C  -4.47295  -2.66723  -1.57970
C  -3.48753  -1.84500  -1.06447
N  -2.21812  -1.91598  -1.47109
C  -1.88049  -2.80975  -2.40507
C  -2.80627  -3.67015  -2.96488
H  -4.87399  -4.25662  -2.96858
H  -5.48854  -2.57540  -1.22121
H  -3.70611  -1.11552  -0.29515
H  -0.84167  -2.82976  -2.70648
H  -2.49008  -4.37694  -3.71907
C  -2.30698  -5.17615  1.92539
C  -1.90970  -4.10302  0.93918
O  -1.75510  -2.84585  1.63681
P  -0.46409  -1.90384  1.40021
O  0.77186  -2.87158  1.55646
C  1.05593  -3.59726  2.79001
C  1.61391  -4.94887  2.42435
O  -0.44185  -1.08190  2.75435
C  -1.41391  -0.06016  3.08966
C  -2.51206  -0.62490  3.95892
H  -2.49529  -6.11185  1.39633
H  -3.21726  -4.89011  2.45203
H  -1.52298  -5.35387  2.66120
H  -2.68881  -3.97612  0.18722
H  -0.97837  -4.36165  0.42950
H  0.13936  -3.67606  3.37441
H  1.76863  -2.99448  3.35026
H  0.89341  -5.52850  1.84517
H  1.85048  -5.50696  3.33134
H  2.52626  -4.84195  1.83837
H  -1.80713  0.37416  2.16692
H  -0.84971  0.71016  3.61256
H  -3.07527  -1.39496  3.43331
H  -3.19577  0.17565  4.24618
H  -2.09377  -1.05736  4.86784
C  -1.68715  0.96885  -1.11386
H  -2.74376  0.93923  -1.39811
H  -1.30339  1.98929  -1.08296
C  1.77142  -2.99345  -1.72153
Si  3.10052  -1.84338  -1.04273
C  4.55298  -1.89691  -2.23584
C  3.77350  -2.48067  0.57997
Ge  2.26888  0.42687  -0.88082
Si  4.25709  1.84240  -0.76386
C  5.36403  1.01412  0.50129
C  5.19688  2.01773  -2.37600
C  3.79010  3.54077  -0.12262
Si  1.21015  1.10456  -2.98535
C  -0.42416  0.53076  -3.72583
C  1.34992  2.94873  -3.25025
C  2.49549  0.24781  -4.05798
H  2.15544  -4.01196  -1.83150
H  1.45009  -2.65022  -2.70969
H  0.90436  -3.03675  -1.05597
H  5.00407  -2.89181  -2.16148
H  5.32750  -1.17470  -1.96876
H  4.28002  -1.73648  -3.27779
H  4.08764  -3.51995  0.43916
H  3.04082  -2.43533  1.37894
H  4.64930  -1.90585  0.88584
H  5.79693  0.08834  0.11680
H  4.82286  0.77487  1.41996
H  6.19114  1.68272  0.75738
H  5.54325  1.05213  -2.75055
H  6.08197  2.63823  -2.20670
H  4.60950  2.49405  -3.16252
H  3.35814  3.47200  0.87790
H  3.07264  4.04638  -0.76942
H  4.68626  4.16296  -0.05068
H  -1.28586  1.11945  -3.40158
H  -0.63270  -0.52428  -3.54803
H  -0.32543  0.67768  -4.80703
H  0.57546  3.51013  -2.73263
H  1.26907  3.14556  -4.32453
H  2.31815  3.32242  -2.91521
H  2.31201  -0.82621  -4.13443
H  3.52096  0.39713  -3.72507
H  2.41586  0.66689  -5.06660

Output
- spin multiplicity = 2
- expectation value of S² = 0.76
- charge = +1
- M (g/mol) = 936.55
- orbital gap (spin up / spin down) (eV) = 6.33 / 6.34
- E_HOMO (spin up / spin down) (eV) = -10.227 / -10.244
- relative energy (zero: lowest compared OMol25 entry of this formula, charge and spin) (kcal per mole) = 60.5
- LUMO level (spin up / spin down) (eV) = -3.90 / -3.90

These are the Mulliken partial charges, in e, on atoms 1 to 6: number 1, Pt, carries 1.5945; number 2, Cl, carries -0.2130; number 3, C, carries -0.2249; number 4, C, carries -0.4439; number 5, C, carries 1.4010; number 6, Cl, carries -0.2627

# C29H35F5N4P2Ti

A molecular structure, C29H35F5N4P2Ti at a distorted geometry (wB97M-V/def2-TZVPD, OMol25).

Atoms and positions in Å:
Ti  -1.40902  1.11870  -1.04085
C  -1.51635  1.64960  -2.93461
C  -1.57634  0.22293  -2.79118
C  -0.58705  -0.71348  -3.48289
C  0.84454  -0.16939  -3.60549
C  1.32502  0.57496  -2.40471
C  0.93950  1.76941  -1.85394
C  0.56842  2.91124  -2.77620
C  -0.50116  2.42097  -3.75423
C  1.54899  0.39887  2.27243
H  -2.35475  2.28647  -2.55349
H  -2.56461  -0.23623  -2.77649
H  -0.91238  -1.02023  -4.49712
H  -0.58009  -1.64051  -2.89289
H  1.50846  -1.05704  -3.72234
H  0.99782  0.39592  -4.54790
H  2.22506  0.10501  -1.99038
H  1.46194  2.10783  -0.95158
H  1.44577  3.29331  -3.32531
H  0.18161  3.73421  -2.18146
H  -0.98598  3.27626  -4.24103
H  -0.03016  1.83595  -4.55427
H  0.83825  0.98123  1.65716
H  2.06691  1.17426  2.83725
H  0.92731  -0.26220  2.89172
P  2.50906  -0.62334  1.17466
P  -1.47361  -0.61946  0.85280
N  3.64421  0.43538  0.41344
N  3.38571  -1.92927  1.72767
N  -3.29222  0.53354  -0.52941
N  -2.92593  -1.82783  1.51069
C  1.25464  -1.08523  -0.02104
C  -0.12625  -1.74098  0.32611
C  3.49540  1.82891  0.52713
C  4.27756  2.45002  -0.40323
C  4.95358  1.43560  -1.16075
C  4.55721  0.21237  -0.65215
C  4.40908  -1.85318  2.69851
C  4.83876  -3.13746  2.96815
C  4.10370  -4.03245  2.13330
C  3.24407  -3.29123  1.34825
C  -3.44886  1.85794  -0.01127
C  -4.53224  2.44429  -0.68152
C  -5.03681  1.49968  -1.57818
C  -4.34777  0.29074  -1.34710
C  -4.21052  -2.11182  1.04016
C  -4.82940  -3.07421  1.86494
C  -3.90521  -3.38555  2.88804
C  -2.75475  -2.62913  2.64008
H  1.72399  -1.63145  -0.84423
H  1.01402  -0.05077  -0.35727
H  -0.48728  -2.19460  -0.62542
H  -0.06826  -2.55024  1.07408
H  2.84748  2.24561  1.28749
H  4.31543  3.51431  -0.54543
H  5.60890  1.62806  -1.99841
H  4.86089  -0.77934  -0.95291
H  4.70804  -0.88163  3.07096
H  5.63500  -3.39086  3.64181
H  4.23737  -5.09787  2.08822
H  2.59320  -3.56295  0.53908
H  -3.21655  2.09720  1.01572
H  -4.92131  3.40589  -0.41135
H  -5.81787  1.60901  -2.31735
H  -4.54715  -0.71058  -1.67533
H  -4.63229  -1.59071  0.19894
H  -5.80663  -3.50215  1.71818
H  -4.04048  -4.09252  3.69245
H  -1.85255  -2.55443  3.22570
F  -2.95673  0.94276  2.78983
C  -1.58238  0.83932  2.69639
F  -1.22349  -0.28754  3.42996
C  -1.09017  2.15305  3.46135
F  -1.80008  3.25301  3.12396
F  -1.35094  1.89023  4.76053
F  0.19873  2.49382  3.40360

Output
- spin multiplicity = 3
- expectation value of S² = 2.02
- M (g/mol) = 644.43
- orbital gap (spin up / spin down) (eV) = 5.57 / 6.10
- E_HOMO (spin up / spin down) (eV) = -5.664 / -6.270
- relative energy (zero: lowest compared OMol25 entry of this formula, charge and spin) (kcal per mole) = 98.6
- LUMO level (spin up / spin down) (eV) = -0.09 / -0.17

These are the Mulliken partial charges, in e, on atoms 1 to 6: number 1, Ti, carries -0.2375; number 2, C, carries -0.6441; number 3, C, carries 0.2417; number 4, C, carries -0.8190; number 5, C, carries -1.5076; number 6, C, carries 0.5956